{
  "formula": "C33H30N4O6S2TeW",
  "method": "ωB97M-V with the def2-TZVPD basis set",
  "relative_energy_kcal_mol": 0.38,
  "fmax_ev_per_a": 0.7,
  "energy_ha": -3077.560300,
  "species": ["W", "O", "C", "C", "C", "C", "C", "C", "C", "O", "N", "N", "C", "C", "C", "C", "C", "C", "N", "H", "H", "H", "H", "H", "H", "H", "H", "H", "H", "C", "C", "S", "C", "C", "S", "H", "H", "H", "H", "H", "H", "O", "C", "O", "C", "C", "C", "N", "C", "C", "C", "O", "O", "H", "H", "H", "C", "C", "C", "C", "C", "C", "Te", "C", "C", "C", "H", "H", "H", "H", "H", "H", "H", "H", "H", "H", "H"],
  "positions_angstrom": [[0.3417, 1.1912, -0.3539], [1.1628, 1.4133, 5.0586], [2.0988, 2.1800, 4.4805], [3.2944, 2.3463, 5.1790], [4.3116, 3.0979, 4.6395], [4.1559, 3.7525, 3.4098], [2.9994, 3.5769, 2.6996], [1.9563, 2.7706, 3.2022], [0.9379, 2.3220, 2.2859], [1.0504, 2.6009, 1.0216], [-0.0409, 1.5195, 2.6902], [-0.6025, 0.9231, 1.6172], [-1.6180, 0.1627, 1.7963], [-2.2291, -0.3551, 0.6017], [-3.4286, -1.0426, 0.6338], [-4.0266, -1.4161, -0.5572], [-3.3861, -1.0892, -1.7357], [-2.1702, -0.4278, -1.6874], [-1.5782, -0.0475, -0.5464], [0.4294, 1.2757, 4.4250], [3.4183, 1.8130, 6.1112], [5.2564, 3.1551, 5.1615], [4.9653, 4.3390, 2.9993], [2.8862, 4.0115, 1.7153], [-2.0224, 0.0069, 2.7887], [-3.8837, -1.2577, 1.5906], [-4.9683, -1.9477, -0.5611], [-3.7872, -1.3676, -2.6991], [-1.6424, -0.2085, -2.5981], [-3.4289, 3.8043, -1.8224], [-2.1556, 3.0095, -1.7521], [-1.3501, 2.9053, -0.2647], [-1.5525, 2.4645, -2.8583], [-2.1136, 2.5961, -4.2445], [-0.0752, 1.6446, -2.6855], [-3.7116, 4.1767, -0.8405], [-4.2464, 3.1891, -2.2038], [-3.3177, 4.6583, -2.4931], [-2.5705, 3.5740, -4.3931], [-2.8837, 1.8411, -4.4243], [-1.3328, 2.4601, -4.9912], [4.7672, -1.0040, 4.8177], [5.0693, -0.2377, 3.8919], [6.0182, 0.5448, 3.7272], [4.0153, -0.1868, 2.7484], [2.8112, -0.8694, 2.8604], [1.8097, -0.6531, 1.9371], [1.9525, 0.2099, 0.9219], [3.1545, 0.7896, 0.7550], [4.2010, 0.6154, 1.6286], [3.2355, 1.6993, -0.4206], [4.2009, 2.3307, -0.7309], [2.0883, 1.7235, -1.1245], [2.6706, -1.5242, 3.7103], [0.8522, -1.1460, 2.0236], [5.1354, 1.1411, 1.4875], [-3.4874, -5.3445, -2.8674], [-2.3768, -4.3736, -2.5747], [-1.8550, -4.2437, -1.2965], [-0.8113, -3.3667, -1.0139], [-0.2888, -3.3104, 0.3948], [-0.2859, -2.5717, -2.0444], [1.3198, -1.2399, -1.6596], [-0.7845, -2.7095, -3.3531], [-0.2387, -1.9206, -4.5143], [-1.8211, -3.6042, -3.5902], [-3.9529, -5.7025, -1.9499], [-3.1080, -6.2135, -3.4084], [-4.2587, -4.8887, -3.4899], [-2.2622, -4.8497, -0.4939], [-0.8086, -4.0276, 1.0304], [-0.4214, -2.3168, 0.8226], [0.7812, -3.5178, 0.4281], [-0.2254, -0.8479, -4.3103], [-0.8295, -2.1019, -5.4118], [0.7952, -2.1967, -4.7255], [-2.2037, -3.7070, -4.6007]],
  "forces_ev_per_angstrom": [[0.06, 0.67, -0.24], [-0.13, -0.03, -0.12], [-0.01, 0.05, -0.05], [0.01, -0.01, -0.01], [-0.01, 0.01, -0.02], [0.03, 0.00, 0.01], [-0.01, -0.01, 0.01], [0.01, -0.07, 0.07], [0.00, 0.00, -0.05], [-0.10, -0.05, 0.03], [0.09, 0.05, 0.08], [-0.08, -0.08, -0.01], [-0.04, -0.05, -0.01], [0.01, 0.02, 0.04], [-0.04, -0.02, 0.03], [0.01, 0.01, -0.03], [0.00, 0.00, 0.05], [0.02, 0.00, -0.02], [0.05, -0.09, -0.03], [0.11, 0.03, 0.07], [0.00, 0.00, 0.00], [0.00, 0.01, 0.01], [0.00, 0.00, 0.00], [0.00, -0.01, 0.00], [-0.01, 0.00, -0.01], [0.00, 0.00, 0.00], [0.00, -0.01, 0.00], [0.01, 0.00, 0.00], [0.01, 0.01, -0.02], [-0.01, 0.01, -0.01], [0.08, -0.16, -0.34], [0.24, -0.19, 0.07], [-0.24, 0.16, 0.28], [0.00, 0.00, -0.01], [0.11, -0.07, 0.21], [-0.01, 0.01, 0.00], [0.00, 0.00, 0.01], [0.00, 0.01, 0.00], [0.01, 0.01, -0.01], [0.00, 0.00, -0.01], [0.00, -0.01, -0.01], [0.00, -0.05, 0.03], [-0.03, 0.09, -0.03], [0.03, -0.02, -0.01], [0.03, -0.02, 0.02], [-0.03, 0.00, -0.04], [0.01, 0.00, 0.01], [-0.03, -0.08, 0.08], [-0.01, 0.04, 0.00], [0.01, 0.01, 0.02], [0.04, -0.05, 0.01], [-0.04, 0.00, -0.03], [-0.12, -0.09, -0.04], [-0.01, 0.00, 0.00], [0.00, 0.00, 0.01], [0.00, 0.00, -0.01], [0.00, 0.00, -0.01], [0.00, -0.01, 0.00], [0.00, 0.00, -0.02], [0.01, 0.04, -0.01], [0.00, -0.01, 0.01], [-0.02, -0.03, -0.03], [-0.02, -0.10, 0.02], [0.01, 0.04, 0.03], [0.02, 0.00, 0.00], [-0.02, 0.00, 0.00], [0.00, 0.00, 0.00], [0.01, 0.00, 0.00], [0.00, 0.00, 0.00], [0.00, 0.00, 0.00], [0.01, 0.00, -0.02], [-0.01, 0.03, 0.01], [0.01, -0.01, 0.00], [-0.01, 0.01, 0.01], [-0.01, 0.00, 0.00], [0.00, -0.01, 0.00], [0.00, 0.00, 0.00]],
  "lowdin_charge": [1.26, 0.08, -0.25, 0.01, -0.04, -0.06, -0.02, -0.08, -0.39, -0.24, 0.08, -0.18, -0.06, -0.27, 0.01, -0.02, -0.02, -0.16, -0.07, 0.07, 0.13, 0.12, 0.11, 0.12, 0.15, 0.13, 0.12, 0.12, 0.05, -0.10, -0.72, 0.86, -0.73, -0.09, 0.74, 0.07, 0.09, 0.09, 0.08, 0.09, 0.07, -0.02, -0.69, -0.02, -0.06, 0.04, -0.12, -0.11, -0.20, 0.09, -0.53, 0.16, -0.38, 0.13, 0.09, 0.14, -0.04, -0.27, -0.02, -0.31, -0.08, -0.52, 1.16, -0.33, -0.09, -0.02, 0.07, 0.09, 0.08, 0.12, 0.08, 0.03, 0.07, 0.03, 0.08, 0.08, 0.12]
}

***

{
  "formula": "C33H30O4P2PdSSe2",
  "method": "ωB97M-V with the def2-TZVPD basis set",
  "relative_energy_kcal_mol": 14.02,
  "fmax_ev_per_a": 1.5,
  "energy_ha": -7588.209333,
  "species": ["Pd", "O", "S", "O", "O", "C", "C", "C", "C", "C", "C", "P", "C", "C", "C", "C", "C", "C", "C", "C", "C", "C", "C", "C", "H", "H", "H", "H", "H", "H", "H", "H", "H", "H", "H", "H", "H", "H", "Se", "P", "Se", "C", "C", "C", "C", "C", "C", "C", "C", "C", "C", "C", "C", "H", "H", "H", "H", "H", "H", "H", "H", "H", "H", "C", "C", "C", "O", "H", "H", "H", "H", "H", "H"],
  "positions_angstrom": [[0.6356, -0.0876, 0.8400], [1.0830, -1.2485, 2.7070], [2.5287, -1.5595, 2.3950], [3.4041, -1.8261, 3.4998], [3.0424, -0.5413, 1.4933], [2.4413, -3.0582, 1.4224], [3.4902, -3.9546, 1.5643], [3.4889, -5.1492, 0.8616], [2.4259, -5.4604, 0.0276], [1.3841, -4.5590, -0.1203], [1.3889, -3.3386, 0.5524], [0.0118, -2.1672, 0.2695], [-0.3299, -2.3063, -1.5044], [0.7357, -2.4239, -2.3977], [0.5164, -2.3440, -3.7634], [-0.7647, -2.1327, -4.2544], [-1.8242, -1.9892, -3.3719], [-1.6086, -2.0674, -2.0041], [-1.3636, -2.9325, 1.1767], [-2.1660, -3.8877, 0.5516], [-3.1639, -4.5369, 1.2615], [-3.3679, -4.2430, 2.6014], [-2.5663, -3.3023, 3.2308], [-1.5682, -2.6461, 2.5260], [4.2927, -3.7159, 2.2486], [4.3113, -5.8424, 0.9805], [2.4058, -6.4007, -0.5077], [0.5641, -4.8020, -0.7854], [1.7425, -2.5736, -2.0276], [1.3523, -2.4409, -4.4439], [-0.9332, -2.0697, -5.3217], [-2.8233, -1.8058, -3.7456], [-2.4407, -1.9224, -1.3288], [-2.0123, -4.1328, -0.4909], [-3.7801, -5.2762, 0.7663], [-4.1454, -4.7533, 3.1555], [-2.7127, -3.0782, 4.2795], [-0.9326, -1.9346, 3.0286], [0.4395, 2.2045, 1.8921], [0.9567, 2.8087, -0.1082], [0.9194, 0.9857, -1.2942], [2.5836, 3.6104, -0.1298], [2.7994, 4.7040, 0.7064], [4.0210, 5.3530, 0.6976], [5.0379, 4.9083, -0.1397], [4.8286, 3.8146, -0.9635], [3.6018, 3.1638, -0.9606], [-0.1529, 4.0606, -0.8083], [-0.7098, 5.0277, 0.0235], [-1.5324, 6.0093, -0.5067], [-1.8102, 6.0207, -1.8669], [-1.2666, 5.0493, -2.6952], [-0.4416, 4.0670, -2.1675], [2.0214, 5.0391, 1.3823], [4.1871, 6.1992, 1.3514], [5.9957, 5.4123, -0.1396], [5.6235, 3.4561, -1.6043], [3.4426, 2.2958, -1.5872], [-0.5158, 5.0010, 1.0896], [-1.9626, 6.7602, 0.1434], [-2.4596, 6.7825, -2.2789], [-1.4905, 5.0499, -3.7540], [-0.0321, 3.3003, -2.8138], [-4.5246, 1.1009, 0.2069], [-3.1930, 0.6156, 0.7253], [-3.0769, 0.4435, 2.2164], [-2.2675, 0.3953, -0.0235], [-4.8503, 1.9845, 0.7578], [-5.2804, 0.3288, 0.3705], [-4.4501, 1.3244, -0.8544], [-3.8264, -0.2666, 2.5745], [-3.2754, 1.3980, 2.7091], [-2.0816, 0.1022, 2.4773]],
  "forces_ev_per_angstrom": [[-0.46, -0.37, 1.35], [0.27, 0.08, 0.00], [0.78, 0.85, -0.75], [-0.79, -0.38, 0.46], [0.21, -0.15, -0.07], [-0.02, -0.06, 0.18], [0.03, -0.11, 0.05], [0.00, 0.02, 0.01], [-0.02, 0.03, 0.01], [0.03, -0.04, -0.05], [-0.15, -0.08, -0.03], [0.70, 0.00, -0.59], [-0.17, -0.01, -0.05], [0.01, -0.02, 0.02], [-0.01, 0.01, -0.02], [0.02, -0.01, 0.00], [0.01, -0.01, 0.01], [-0.03, 0.02, -0.03], [-0.14, 0.04, -0.08], [0.03, -0.03, 0.02], [-0.02, -0.01, -0.02], [0.00, 0.00, 0.02], [-0.02, 0.00, -0.01], [-0.04, -0.02, -0.05], [-0.02, 0.03, 0.01], [0.00, 0.00, 0.00], [0.00, 0.00, 0.00], [-0.01, 0.01, 0.01], [0.00, 0.01, 0.01], [0.00, 0.00, 0.00], [0.00, 0.00, 0.00], [0.00, 0.00, 0.00], [0.02, 0.03, 0.02], [0.00, -0.01, 0.01], [0.00, 0.00, -0.01], [0.00, 0.00, 0.00], [0.00, 0.00, 0.00], [0.04, 0.03, 0.01], [0.16, 0.17, 0.00], [0.12, 0.12, -0.18], [-0.30, -0.07, -0.27], [0.04, -0.03, -0.06], [-0.01, 0.03, 0.03], [0.03, -0.01, -0.01], [-0.02, 0.00, 0.00], [0.01, 0.00, 0.01], [-0.01, -0.03, -0.01], [-0.15, -0.01, 0.13], [0.00, -0.01, 0.02], [0.00, 0.00, -0.01], [0.00, 0.00, 0.01], [0.00, 0.00, 0.01], [0.05, 0.03, -0.05], [-0.02, -0.01, -0.02], [-0.01, 0.00, 0.00], [0.00, -0.01, 0.00], [0.00, 0.00, 0.00], [0.00, 0.00, 0.00], [0.00, -0.01, 0.00], [0.00, -0.01, 0.00], [0.01, 0.00, -0.01], [0.00, 0.00, 0.00], [0.00, -0.02, 0.02], [-0.01, -0.01, -0.02], [0.08, 0.16, -0.01], [-0.06, 0.03, 0.01], [-0.26, -0.16, 0.00], [0.01, 0.01, -0.01], [0.00, -0.01, -0.01], [-0.02, -0.01, 0.00], [0.01, -0.02, -0.02], [0.01, 0.00, -0.01], [0.07, -0.01, 0.02]],
  "lowdin_charge": [0.25, -0.46, 0.46, -0.29, -0.37, -0.25, -0.05, -0.06, -0.07, -0.09, -0.30, 1.01, -0.39, -0.12, -0.08, -0.08, -0.07, -0.10, -0.31, -0.09, -0.08, -0.08, -0.07, -0.09, 0.12, 0.11, 0.11, 0.11, 0.11, 0.11, 0.10, 0.11, 0.10, 0.10, 0.10, 0.10, 0.11, 0.08, 0.39, 0.21, 0.45, -0.39, -0.10, -0.08, -0.08, -0.07, -0.10, -0.39, -0.11, -0.08, -0.08, -0.08, -0.10, 0.10, 0.11, 0.10, 0.11, 0.06, 0.08, 0.10, 0.10, 0.10, 0.08, -0.02, -0.49, -0.03, 0.00, 0.08, 0.09, 0.08, 0.09, 0.09, 0.04]
}

***

{
  "formula": "C33H31BF2N3O14P3S2Ti",
  "method": "ωB97M-V with the def2-TZVPD basis set",
  "relative_energy_kcal_mol": 0.00,
  "fmax_ev_per_a": 1.6,
  "energy_ha": -5388.702248,
  "species": ["Ti", "C", "C", "O", "P", "O", "O", "O", "P", "O", "O", "O", "H", "H", "H", "H", "H", "H", "H", "O", "S", "O", "O", "C", "C", "C", "C", "C", "C", "P", "C", "C", "C", "C", "C", "C", "C", "C", "C", "C", "C", "C", "H", "H", "H", "H", "H", "H", "H", "H", "H", "H", "H", "H", "H", "H", "O", "C", "O", "C", "C", "C", "C", "C", "C", "N", "O", "O", "H", "H", "H", "H", "N", "C", "S", "C", "C", "C", "N", "C", "C", "H", "H", "H", "H", "H", "H", "F", "B", "F"],
  "positions_angstrom": [[0.1359, 0.7378, 0.0922], [4.5387, 2.8938, 1.5886], [3.3375, 2.3124, 0.8605], [3.5256, 2.4741, -0.5289], [3.1452, 0.4941, 1.2272], [3.5759, 0.2193, 2.7116], [4.2004, -0.3132, 0.4089], [1.7229, 0.0291, 0.9846], [1.7378, 2.9017, 1.5221], [1.7664, 4.4833, 1.5964], [1.5501, 2.2621, 2.8474], [0.7817, 2.4961, 0.3627], [5.4509, 2.3826, 1.2790], [4.4329, 2.8064, 2.6685], [4.6186, 3.9470, 1.3217], [2.6762, 2.4981, -0.9945], [2.9365, 0.6873, 3.2874], [3.9925, -0.2541, -0.5461], [1.2516, 4.8245, 2.3386], [0.3740, -0.8917, -2.4450], [-0.7641, -1.4925, -1.6557], [-2.0479, -1.1648, -2.1709], [-0.5278, -1.1326, -0.2173], [-0.5655, -3.2461, -1.7464], [-1.6162, -3.9191, -2.3619], [-1.6218, -5.3045, -2.3728], [-0.5935, -5.9993, -1.7538], [0.4445, -5.3106, -1.1426], [0.4900, -3.9219, -1.1283], [1.9070, -3.0199, -0.3510], [1.7714, -3.5966, 1.3792], [2.8852, -3.4618, 2.2125], [2.7951, -3.7452, 3.5668], [1.5840, -4.1502, 4.1173], [0.4659, -4.2662, 3.3034], [0.5594, -3.9912, 1.9436], [3.3000, -3.9856, -1.0433], [3.7999, -3.5071, -2.2555], [4.8399, -4.1640, -2.8983], [5.4031, -5.2973, -2.3261], [4.9172, -5.7746, -1.1156], [3.8693, -5.1237, -0.4781], [-2.4151, -3.3512, -2.8157], [-2.4340, -5.8357, -2.8516], [-0.5962, -7.0822, -1.7468], [1.2443, -5.8663, -0.6657], [3.8310, -3.1273, 1.7979], [3.6723, -3.6463, 4.1940], [1.5153, -4.3793, 5.1738], [-0.4831, -4.5780, 3.7229], [-0.3236, -4.0846, 1.3216], [3.3687, -2.6121, -2.6949], [5.2154, -3.7853, -3.8404], [6.2245, -5.8028, -2.8179], [5.3532, -6.6580, -0.6657], [3.5041, -5.5036, 0.4703], [-2.1013, 3.2533, 0.2862], [-1.7872, 2.6476, -0.7060], [-1.3974, 1.3694, -0.7095], [-1.7776, 3.3086, -2.0499], [-0.8416, 4.3034, -2.3034], [-0.8308, 4.9450, -3.5289], [-1.7744, 4.5790, -4.4688], [-2.7120, 3.5920, -4.2420], [-2.7026, 2.9434, -3.0182], [-1.7803, 5.2755, -5.7779], [-0.9395, 6.1304, -5.9642], [-2.6422, 4.9684, -6.5749], [-0.1215, 4.5687, -1.5403], [-0.1121, 5.7167, -3.7619], [-3.4240, 3.3411, -5.0138], [-3.4092, 2.1474, -2.8199], [0.0240, -0.5599, 7.0492], [-0.4134, 0.5593, 6.4542], [-0.6416, 1.9561, 7.2931], [-0.6709, 0.4360, 4.9723], [-1.3513, 1.4341, 4.2978], [-1.5569, 1.3196, 2.9353], [-1.1391, 0.2740, 2.2103], [-0.5012, -0.6978, 2.8746], [-0.2410, -0.6588, 4.2306], [0.1816, -0.5319, 8.0424], [0.0803, -1.4411, 6.5731], [-1.7029, 2.3030, 4.8364], [-2.0715, 2.0957, 2.3804], [-0.1798, -1.5501, 2.2876], [0.3209, -1.4807, 4.6554], [2.4328, 0.0916, -1.7863], [1.0527, 0.4081, -1.8447], [0.8735, 1.4547, -2.7117]],
  "forces_ev_per_angstrom": [[-1.18, -0.08, 1.09], [0.04, -0.02, -0.01], [-0.13, -0.27, 0.05], [0.04, 0.15, 0.02], [-0.29, 0.03, 0.20], [-0.03, 0.02, 0.04], [0.08, 0.11, -0.18], [0.93, -0.02, 0.24], [0.00, -0.02, -0.13], [0.06, 0.05, -0.26], [-0.04, 0.01, 0.02], [0.52, 0.86, 0.58], [-0.01, 0.01, -0.01], [-0.01, 0.00, -0.01], [0.01, -0.01, 0.00], [0.01, -0.10, 0.04], [0.03, 0.01, 0.01], [-0.05, -0.11, 0.03], [0.03, 0.02, 0.06], [0.05, 0.18, 0.01], [0.15, -0.19, 0.17], [-0.05, 0.02, 0.04], [-0.28, -0.68, -0.77], [-0.18, -0.03, 0.13], [0.11, -0.06, 0.00], [0.02, 0.00, 0.00], [0.00, 0.02, 0.00], [0.08, -0.15, -0.06], [-0.02, 0.09, -0.02], [0.01, 0.10, -0.08], [-0.02, 0.01, -0.01], [0.00, 0.04, 0.03], [-0.01, 0.02, -0.02], [-0.01, 0.01, -0.05], [0.04, 0.00, 0.00], [0.01, -0.08, 0.01], [-0.06, -0.05, 0.03], [0.04, 0.00, -0.01], [-0.02, -0.01, 0.03], [-0.03, 0.03, 0.02], [0.00, 0.03, -0.01], [0.04, -0.06, 0.03], [-0.01, -0.01, 0.02], [0.02, 0.01, 0.00], [0.00, 0.02, 0.01], [-0.03, 0.02, -0.04], [-0.03, -0.01, 0.01], [-0.01, 0.00, 0.00], [0.01, -0.01, -0.01], [0.01, 0.01, -0.01], [0.02, -0.01, 0.02], [0.01, -0.03, 0.02], [0.00, 0.00, 0.01], [-0.02, 0.00, 0.00], [0.00, 0.02, -0.01], [0.00, 0.03, -0.04], [-0.09, -0.04, 0.20], [0.08, -0.19, -0.20], [-0.76, 1.07, -0.14], [-0.01, -0.12, -0.08], [-0.03, 0.05, 0.05], [0.07, 0.02, 0.03], [0.03, 0.09, -0.24], [-0.06, -0.07, 0.02], [0.03, -0.08, -0.06], [-0.11, 0.04, 0.26], [0.07, -0.02, -0.03], [0.01, -0.07, -0.06], [-0.02, 0.01, 0.00], [-0.01, -0.01, 0.00], [0.00, 0.00, 0.01], [0.02, 0.02, 0.00], [0.01, 0.02, 0.11], [-0.09, 0.04, -0.25], [0.04, -0.08, -0.09], [0.10, 0.03, 0.32], [-0.16, 0.09, 0.01], [-0.13, 0.03, -0.25], [0.62, -0.03, 0.37], [-0.14, -0.07, -0.16], [0.01, -0.08, 0.00], [0.02, -0.02, -0.01], [-0.03, -0.03, -0.02], [0.00, -0.02, -0.02], [0.07, 0.04, -0.02], [0.06, 0.08, 0.00], [0.00, 0.00, -0.04], [-0.08, -0.03, 0.05], [0.75, -0.62, -1.04], [-0.13, 0.04, 0.04]],
  "lowdin_charge": [1.04, -0.04, -0.57, -0.02, 0.55, -0.08, -0.06, -0.36, 0.41, -0.07, -0.26, -0.34, 0.10, 0.09, 0.09, 0.09, 0.09, 0.10, 0.10, -0.12, 0.66, -0.22, -0.39, -0.25, -0.04, -0.05, -0.05, -0.07, -0.32, 1.15, -0.36, -0.10, -0.08, -0.10, -0.09, -0.10, -0.37, -0.09, -0.08, -0.08, -0.08, -0.10, 0.11, 0.11, 0.11, 0.11, 0.11, 0.11, 0.10, 0.11, 0.11, 0.10, 0.11, 0.10, 0.10, 0.10, 0.12, -0.52, -0.14, -0.12, 0.01, 0.02, -0.14, 0.02, 0.02, -0.35, 0.07, 0.07, 0.12, 0.12, 0.12, 0.13, 0.08, -0.82, 0.68, -0.21, -0.03, -0.09, 0.05, -0.12, 0.00, 0.10, 0.09, 0.09, 0.11, 0.09, 0.09, 0.06, -0.89, 0.15]
}

***

The records above give, respectively, LUMO energy values of -2.65, -0.72, -0.72 eV.